No. 1
DFT (ωB97M-V/def2-TZVPD) results for C28H49AlCl27NO3P as an isolated structure at a distorted geometry.

Positions of all 110 atoms, in Å:
C  -6.2059  -3.3265  -1.8991
C  -5.3136  -4.3681  -2.8155
C  -3.7373  -4.0884  -2.4633
C  -2.8853  -3.3232  -3.6362
C  -1.2473  -3.2554  -3.3387
C  -0.8703  -3.1481  -1.7470
C  0.7315  -3.0264  -1.4169
C  1.2140  -3.9206  -0.1110
C  0.1825  -3.8674  1.1624
C  0.9118  -3.4511  2.5998
C  0.9008  -1.8128  2.6623
C  2.4988  -1.3290  2.7545
C  2.4179  0.3302  2.9405
C  3.8339  0.7878  3.6403
C  4.6744  1.6315  2.5101
Al  4.6815  3.6866  2.8425
C  3.1087  4.3293  4.0142
O  3.2521  3.9999  5.4420
C  1.9684  4.0440  6.1590
C  1.1252  5.4395  5.9875
N  6.4261  4.0882  3.5962
C  6.5065  5.4081  3.9941
O  6.3041  6.5766  4.6644
P  4.4518  4.6396  0.6864
O  4.7477  6.1875  0.8090
H  -5.6874  -3.0105  -0.8884
H  -6.3807  -2.3610  -2.5443
H  -7.2229  -3.8595  -1.5763
H  -5.5584  -5.4577  -2.3929
H  -5.5789  -4.3595  -3.9567
H  -3.6324  -3.4285  -1.4818
H  -3.1486  -5.0984  -2.2304
H  -3.3405  -2.2499  -3.7809
H  -3.0444  -3.9096  -4.6635
H  -0.7809  -2.3807  -3.9921
H  -0.8159  -4.2886  -3.7300
H  -1.3853  -2.1832  -1.3178
H  -1.2416  -4.1509  -1.2197
H  1.1126  -1.9143  -1.3083
H  1.2996  -3.4913  -2.3551
H  1.2271  -5.0521  -0.4906
H  2.3444  -3.6869  0.1918
H  -0.7159  -3.1193  1.0387
H  -0.3024  -4.9395  1.3630
H  1.9637  -3.9443  2.7483
H  0.1860  -3.8295  3.4559
H  0.5116  -1.3410  1.6376
H  0.2855  -1.3600  3.5651
H  3.0412  -1.8570  3.6563
H  3.0136  -1.5645  1.7176
H  2.2675  0.7548  1.8552
H  1.5081  0.6447  3.6144
H  4.4409  -0.1981  3.9265
H  3.6489  1.3616  4.6447
H  4.3011  1.4318  1.4133
H  5.7881  1.2774  2.5682
H  3.1151  5.5209  3.9506
H  2.0443  4.0132  3.5865
H  2.2283  3.9512  7.3198
H  1.2832  3.0974  5.9300
H  0.1287  5.3667  6.6286
H  0.7795  5.6650  4.8791
H  1.7556  6.3424  6.4447
H  3.0619  4.4676  0.3398
H  5.3519  3.9532  -0.2436
C  -6.1320  -0.1875  0.6901
Cl  -5.8066  1.1726  1.7780
Cl  -5.7241  0.2403  -0.9803
Cl  -5.2296  -1.6237  1.2025
H  -7.1996  -0.4172  0.7358
C  1.1575  -8.0217  0.7696
Cl  0.4354  -7.2160  -0.6336
Cl  2.7290  -8.7213  0.3448
Cl  1.3263  -6.8870  2.1200
H  0.4930  -8.8316  1.0813
C  -6.9452  1.8220  -4.8772
Cl  -6.1472  3.1016  -5.8074
Cl  -5.7443  0.7812  -4.0935
Cl  -8.0433  2.5197  -3.6744
H  -7.5331  1.2107  -5.5666
C  -5.8854  6.1723  -3.4350
Cl  -4.9560  6.0098  -1.9352
Cl  -7.5899  6.4994  -3.0784
Cl  -5.2056  7.4539  -4.4523
H  -5.8231  5.2285  -3.9827
C  2.9120  -0.6026  -3.7571
Cl  3.7488  -2.1412  -4.0249
Cl  1.2159  -0.7217  -4.2556
Cl  3.0280  -0.1191  -2.0564
H  3.3971  0.1639  -4.3668
C  7.1222  -1.4263  0.6397
Cl  6.5827  -0.0372  -0.3189
Cl  6.1652  -1.5674  2.1241
Cl  7.0176  -2.9172  -0.3120
H  8.1674  -1.2677  0.9176
C  6.6626  9.9477  5.9680
Cl  7.5919  9.7852  7.4678
Cl  4.9581  10.2747  6.3245
Cl  7.3424  11.2293  4.9506
H  6.7249  9.0038  5.4203
C  -10.8554  -0.3391  -4.1194
Cl  -11.5293  1.2021  -4.6761
Cl  -9.4784  -0.8163  -5.1272
Cl  -10.3725  -0.2286  -2.4182
H  -11.6294  -1.1056  -4.2085
C  2.4157  -3.1164  -7.5140
Cl  1.8761  -1.7273  -8.4725
Cl  1.4587  -3.2575  -6.0295
Cl  2.3111  -4.6073  -8.4657
H  3.4609  -2.9579  -7.2361

Summary:
Charge: -1
LUMO level (eV): 1.1820
Kohn-Sham gap (eV): 6.10
HOMO (eV): -4.9
E_tot (eV): -391446.7865
F_max (eV Å⁻¹): 9.985

No. 2
DFT (ωB97M-V/def2-TZVPD) results for C28H49AsN5O5PSTc as an isolated structure at a distorted geometry.

Positions of all 91 atoms, in Å:
Tc  0.8401  0.5112  1.3122
N  -0.1953  -0.8569  0.7758
P  -0.8440  -1.5087  -0.5673
N  0.2189  -1.8490  -1.7853
C  0.8272  -0.7450  -2.5508
C  1.3667  -1.2827  -3.8704
C  2.3926  -2.3882  -3.6265
C  1.7773  -3.4808  -2.7529
C  1.2304  -2.8821  -1.4624
N  -1.4825  -2.9522  -0.1064
C  -2.1234  -3.8062  -1.1200
C  -2.4185  -5.1870  -0.5442
C  -1.1953  -5.7141  0.2043
C  -0.8483  -4.8061  1.4026
C  -1.5153  -3.4313  1.2795
N  -1.9813  -0.5046  -1.1932
C  -2.8023  0.2867  -0.2551
C  -3.6474  1.3085  -1.0139
C  -2.8187  1.9298  -2.1351
C  -2.4514  0.8709  -3.1899
C  -2.4605  -0.5343  -2.5783
H  1.6450  -0.2968  -1.9699
H  0.0842  0.0318  -2.7180
H  1.8083  -0.4617  -4.4371
H  0.5347  -1.6849  -4.4544
H  3.2705  -1.9737  -3.1205
H  2.7258  -2.8081  -4.5750
H  2.5140  -4.2452  -2.5020
H  0.9609  -3.9664  -3.2933
H  2.0525  -2.4225  -0.8956
H  0.7795  -3.6518  -0.8389
H  -1.4481  -3.9085  -1.9743
H  -3.0459  -3.3423  -1.4873
H  -2.6804  -5.8473  -1.3699
H  -3.2766  -5.1499  0.1293
H  -0.3524  -5.7655  -0.4902
H  -1.3840  -6.7301  0.5474
H  0.2340  -4.6816  1.4786
H  -1.1859  -5.2598  2.3358
H  -0.9924  -2.7103  1.9043
H  -2.5526  -3.4904  1.6200
H  -2.1331  0.8158  0.4282
H  -3.4447  -0.3625  0.3523
H  -3.9814  2.0673  -0.3054
H  -4.5427  0.8401  -1.4269
H  -1.9070  2.3444  -1.6992
H  -3.3655  2.7490  -2.6012
H  -1.4719  1.0982  -3.6142
H  -3.1680  0.8867  -4.0123
H  -1.8478  -1.2239  -3.1569
H  -3.4819  -0.9252  -2.5868
O  -1.5352  2.7800  2.8933
C  -0.8880  3.0852  1.9226
N  0.3628  2.5490  1.6125
S  0.7983  2.9433  0.0888
O  2.0795  3.5655  -0.0531
O  0.6595  1.6328  -0.5950
C  -0.5096  4.0681  -0.2463
C  -0.7299  4.9073  -1.3186
C  -1.8425  5.7377  -1.2490
C  -2.6892  5.7136  -0.1438
C  -2.4438  4.8711  0.9342
C  -1.3303  4.0530  0.8748
H  -0.0707  4.9188  -2.1762
H  -2.0407  6.4159  -2.0675
H  -3.5475  6.3712  -0.1156
H  -3.0883  4.8498  1.8025
C  4.0209  3.7383  2.2301
As  4.1661  2.0373  1.3337
C  4.9003  2.1305  -0.4449
C  5.3886  0.9458  2.3547
O  2.7356  1.1601  1.3726
H  4.9271  3.8972  2.8112
H  3.1533  3.7032  2.8866
H  3.8913  4.5329  1.5008
H  5.7050  2.8652  -0.4439
H  4.1335  2.4221  -1.1560
H  5.3035  1.1502  -0.6910
H  6.4100  1.3103  2.2589
H  5.3248  -0.0707  1.9705
H  5.0855  0.9557  3.3999
C  -1.1587  -0.3236  4.0517
C  0.3024  -0.1693  4.2254
C  0.8664  -0.1549  5.5969
O  1.0775  -0.0593  3.2596
H  -1.6378  -0.6922  4.9542
H  -1.3730  -0.9661  3.1970
H  -1.5686  0.6673  3.8186
H  0.4193  0.6786  6.1458
H  1.9487  -0.0601  5.5857
H  0.5774  -1.0632  6.1289

Summary:
Charge: +2
Multiplicity: 2
LUMO level (spin up / spin down) (eV): -6.7929 / -6.3907
Energy above the lowest of the compared OMol25 structures with the same formula, charge and spin (eV): 0.000
Kohn-Sham gap (spin up / spin down) (eV): 6.81 / 7.27
HOMO (spin up / spin down) (eV): -13.6 / -13.7
E_tot (eV): -130668.8289
F_max (eV Å⁻¹): 2.838

The highest F_max belongs to which entry?
C28H49AlCl27NO3P